1.
{"formula": "C15H13BrN4OV", "method": "ωB97M-V with the def2-TZVPD basis set", "species": ["V", "N", "C", "C", "C", "C", "C", "N", "C", "C", "C", "C", "C", "N", "H", "H", "H", "H", "H", "H", "H", "H", "H", "O", "C", "C", "C", "N", "C", "Br", "C", "H", "H", "H", "H"], "coordinates": [[0.8722, 0.6392, 0.1715], [-2.1497, 0.7418, 1.4345], [-1.4719, -0.4358, 1.6423], [-2.1513, -1.4827, 2.2749], [-1.4929, -2.6576, 2.5442], [-0.1419, -2.7826, 2.1952], [0.4630, -1.7335, 1.5698], [-0.1857, -0.5751, 1.2611], [-1.7402, 1.9095, 0.8382], [-2.6207, 2.9956, 0.7918], [-2.2298, 4.1481, 0.1522], [-0.9546, 4.2252, -0.4247], [-0.1341, 3.1419, -0.3123], [-0.5139, 1.9877, 0.2990], [-3.0892, 0.7599, 1.7986], [-3.1899, -1.3496, 2.5477], [-2.0115, -3.4732, 3.0300], [0.4169, -3.6782, 2.4224], [1.5081, -1.7727, 1.2928], [-3.5956, 2.9086, 1.2529], [-2.9011, 4.9942, 0.0914], [-0.6241, 5.1171, -0.9358], [0.8750, 3.1599, -0.7167], [3.8571, -2.7557, -3.0936], [2.9151, -2.0075, -2.5700], [1.5999, -1.9229, -3.0937], [0.6699, -1.1159, -2.5009], [1.0442, -0.4030, -1.4125], [2.2446, -0.5172, -0.9019], [2.6619, 1.2938, 1.4949], [3.2510, -1.2764, -1.4066], [3.5957, -3.2220, -3.8985], [1.3175, -2.4920, -3.9701], [-0.3374, -1.0093, -2.8811], [4.2434, -1.3597, -0.9870]], "atomic_forces_ev_per_a": [[3.4, -1.4, 0.3], [0.1, 0.0, -0.1], [0.0, -0.1, 0.1], [0.0, 0.0, 0.0], [0.0, 0.1, -0.1], [0.0, 0.1, 0.0], [0.1, -0.3, 0.1], [-0.8, -0.1, 0.4], [-0.1, 0.2, 0.0], [0.0, -0.1, 0.0], [0.1, -0.1, 0.0], [0.0, 0.0, 0.0], [-0.1, 0.4, -0.2], [-1.1, 0.7, -0.2], [-0.1, 0.0, 0.0], [0.0, 0.0, 0.0], [0.0, 0.0, 0.0], [0.0, 0.0, 0.0], [0.0, 0.0, 0.0], [0.0, 0.0, 0.0], [0.0, 0.0, 0.0], [0.0, 0.0, 0.0], [0.0, 0.0, 0.0], [0.2, -0.1, 0.0], [0.0, 0.4, 0.6], [-0.3, 0.1, -0.1], [-0.1, -0.1, -0.4], [-0.3, -0.5, -0.9], [-1.0, 1.2, 0.9], [-0.4, 0.2, 0.0], [0.2, -0.5, -0.6], [-0.1, 0.0, 0.0], [0.0, 0.0, 0.0], [0.0, 0.0, 0.0], [0.0, 0.1, 0.1]], "lowdin_spin": [1.13, 0.00, 0.00, 0.00, 0.00, 0.00, 0.01, 0.00, 0.00, 0.00, 0.00, 0.00, 0.01, 0.01, 0.00, 0.00, 0.00, 0.00, 0.00, 0.00, 0.00, 0.00, 0.00, 0.00, 0.00, 0.00, 0.00, -0.02, -0.07, -0.08, 0.00, 0.00, 0.00, 0.00, 0.00], "multiplicity": 2, "gap_ev": [6.938, 7.476], "total_charge": 2, "energy_ha": -4391.17682}

***

2.
{"formula": "C31H49Br3N12O14", "method": "ωB97M-V with the def2-TZVPD basis set", "species": ["C", "Br", "Br", "Br", "H", "C", "C", "C", "C", "C", "C", "O", "O", "H", "H", "H", "H", "H", "H", "C", "C", "C", "C", "C", "C", "O", "O", "H", "H", "H", "H", "H", "H", "C", "C", "C", "C", "C", "C", "O", "O", "H", "H", "H", "H", "H", "H", "C", "C", "C", "C", "C", "C", "O", "O", "H", "H", "H", "H", "H", "H", "C", "O", "N", "N", "H", "H", "H", "H", "C", "O", "N", "N", "H", "H", "H", "H", "C", "O", "N", "N", "H", "H", "H", "H", "C", "O", "N", "N", "H", "H", "H", "H", "C", "O", "N", "N", "H", "H", "H", "H", "C", "O", "N", "N", "H", "H", "H", "H"], "coordinates": [[-1.5455, -2.4138, 7.4782], [0.1866, -3.1800, 6.9349], [-2.7687, -2.2006, 5.9583], [-1.0262, -0.7184, 8.3245], [-2.0702, -3.0103, 8.2245], [-7.3894, 2.0059, -0.0482], [-8.2761, 2.5027, -0.9980], [-9.5650, 2.6726, -0.5788], [-10.0482, 2.3617, 0.6798], [-9.1936, 1.8133, 1.6131], [-7.8364, 1.6904, 1.2659], [-6.8793, 1.3949, 2.2639], [-10.4563, 3.4025, -1.3353], [-6.3491, 1.8712, -0.3054], [-8.0625, 2.6627, -2.0446], [-11.0478, 2.5831, 1.0237], [-9.5554, 1.6330, 2.6146], [-6.0332, 1.1210, 1.9022], [-11.3354, 3.0598, -1.1584], [8.7430, 2.8992, -1.7808], [7.7441, 2.8255, -2.6720], [6.3870, 2.6864, -2.3390], [6.1171, 2.9124, -0.9934], [7.1555, 3.1013, -0.0768], [8.4655, 3.0445, -0.4689], [9.4995, 3.2615, 0.3821], [5.3617, 2.4863, -3.2341], [9.8099, 2.8449, -1.9395], [7.9949, 2.6104, -3.7002], [5.0844, 2.8250, -0.6896], [6.7995, 3.1523, 0.9416], [10.3637, 3.4760, 0.0232], [4.4729, 2.6414, -2.9061], [-3.9076, -5.4002, -3.4501], [-3.2612, -5.6359, -4.6739], [-1.8757, -5.8325, -4.8196], [-1.0996, -5.5481, -3.7191], [-1.6578, -5.2157, -2.5067], [-3.0289, -5.1967, -2.3228], [-3.5871, -5.0477, -1.0374], [-1.4441, -6.2099, -6.0467], [-4.9855, -5.3462, -3.4105], [-3.7808, -5.8288, -5.6008], [-0.0241, -5.6027, -3.8018], [-0.9503, -4.9477, -1.7360], [-4.5452, -5.1070, -1.0495], [-0.4859, -6.2041, -6.1045], [-2.1012, 7.7632, 5.1347], [-1.6802, 7.5208, 6.4460], [-1.4357, 6.2263, 6.8484], [-1.7033, 5.1634, 6.0427], [-1.9286, 5.3964, 4.7016], [-2.1058, 6.6835, 4.2357], [-2.2460, 6.8105, 2.8966], [-1.0904, 6.1692, 8.1406], [-2.1274, 8.7325, 4.6591], [-1.4576, 8.3298, 7.1259], [-1.4731, 4.1754, 6.4132], [-1.9020, 4.5827, 3.9920], [-2.5419, 7.6946, 2.6676], [-0.1605, 6.1881, 8.3783], [-0.2234, 4.5600, -1.8180], [0.4795, 3.7399, -2.3171], [-0.0494, 5.8050, -1.8196], [-1.3419, 4.3492, -1.1562], [0.7536, 6.0936, -2.3600], [-0.6045, 6.2261, -1.0884], [-1.6249, 5.0908, -0.5317], [-1.5827, 3.3756, -1.0367], [-0.9193, -0.4521, -5.9731], [0.2904, -0.5512, -6.1495], [-1.5166, 0.3530, -5.1776], [-1.7360, -1.3188, -6.5377], [-2.4888, 0.1901, -4.9576], [-0.9011, 1.0457, -4.7758], [-1.2533, -1.8917, -7.2150], [-2.7434, -1.2938, -6.4696], [2.4380, -7.4783, 1.7902], [2.4477, -7.0425, 2.9309], [3.0702, -7.0258, 0.7512], [1.6916, -8.4923, 1.5036], [3.3967, -6.0848, 0.9186], [2.9462, -7.4340, -0.1643], [1.1457, -8.7331, 2.3185], [1.7665, -9.1328, 0.7262], [4.7500, -3.5324, -3.9017], [5.0538, -4.5227, -3.4029], [4.1312, -2.6460, -3.3323], [4.8698, -3.3012, -5.1398], [3.9447, -1.7874, -3.8304], [3.8855, -2.8184, -2.3679], [4.6039, -2.4094, -5.5323], [5.2300, -4.0583, -5.7029], [5.1429, -1.9817, 2.6967], [4.4850, -2.3600, 1.7246], [4.7832, -1.7062, 3.8935], [6.4218, -1.9197, 2.5154], [5.4275, -1.5766, 4.6604], [3.8160, -1.8321, 4.1559], [6.7959, -2.4054, 1.7128], [7.0567, -1.3567, 3.0632], [-0.4522, -0.6613, 1.0033], [-1.4372, 0.0294, 1.0571], [0.6049, -0.4224, 0.3764], [-0.2555, -1.7306, 1.6342], [0.5272, 0.2190, -0.3999], [1.4035, -1.0361, 0.4520], [-1.0112, -2.2291, 2.0819], [0.6228, -2.1839, 1.4264]], "atomic_forces_ev_per_a": [[0.7, 0.6, -0.4], [-1.0, -0.3, 0.1], [0.6, 0.0, 0.7], [-0.7, -0.3, -0.2], [0.4, 0.0, -0.3], [-0.5, -0.4, 1.0], [0.0, -0.8, 0.4], [-2.1, 1.3, 0.4], [1.0, -0.8, 0.7], [1.2, 0.2, 0.0], [1.4, 0.3, -0.3], [-1.6, 0.0, -0.4], [0.1, -0.2, -1.2], [0.1, 0.0, 0.1], [0.4, 0.3, 0.1], [-0.2, 0.1, -0.4], [0.3, -0.2, 0.1], [-0.1, 0.1, -0.4], [-0.1, 0.1, -0.1], [1.2, 0.1, 0.4], [-1.8, -1.8, -3.3], [-0.2, 1.4, 1.5], [0.4, -0.6, -0.5], [-1.7, -0.5, 0.7], [0.4, 1.0, 0.8], [-0.2, -0.2, 2.1], [1.3, -0.3, -0.9], [0.0, 0.0, -1.1], [0.1, 0.3, -0.3], [-0.1, 0.2, 0.4], [0.6, 0.3, 0.3], [-0.4, -0.1, -0.7], [0.2, 0.1, 0.6], [2.8, 0.2, 0.0], [-0.1, -0.8, -0.1], [-1.4, 0.9, 1.0], [0.6, -0.3, -0.8], [-0.2, 0.3, 0.7], [-2.5, -0.4, -0.2], [1.3, 0.2, -0.8], [0.1, -0.1, -0.4], [0.0, 0.0, 0.2], [-0.6, 0.1, 0.1], [0.2, 0.1, 0.0], [-0.3, -0.1, 0.5], [0.0, 0.0, -0.4], [0.1, 0.0, 0.2], [1.1, -0.7, -0.7], [-0.4, 0.7, -1.8], [-0.5, 1.9, 0.1], [1.2, -0.8, -0.3], [-0.2, -0.3, -0.2], [-0.2, 0.0, 1.1], [-0.2, 0.2, -0.8], [0.2, -1.3, 2.7], [-0.3, 0.4, 0.5], [-0.2, 0.0, 0.1], [-0.2, -0.2, 0.0], [-0.2, -0.1, 0.0], [0.0, 0.1, 0.0], [0.1, -0.1, -0.6], [-0.8, -2.9, 0.4], [1.6, -2.5, -1.7], [2.2, 6.0, -0.8], [-3.0, -2.7, 1.5], [-0.1, 1.0, 0.7], [1.2, 1.6, -0.9], [-0.7, -1.1, 0.2], [-0.3, 0.3, 0.7], [2.5, -2.3, -1.1], [0.5, 0.7, -0.1], [-1.1, 3.4, 2.7], [-1.3, -2.3, -2.0], [0.4, 0.7, 0.3], [-0.7, 0.1, 0.5], [-0.6, -0.2, 0.1], [0.4, -0.1, -0.3], [0.0, 0.5, 1.9], [0.4, 1.1, 0.4], [2.5, 2.5, -1.8], [-3.4, -4.1, 0.3], [0.5, -0.1, -0.8], [0.1, 0.6, 0.2], [0.0, -0.7, -0.4], [0.0, 0.4, 0.2], [0.7, -1.4, -2.1], [2.7, -7.6, 3.8], [-4.9, 7.7, 5.7], [1.7, 0.7, -7.5], [-0.4, 0.0, 0.9], [0.0, 0.7, -0.2], [0.2, -0.6, -0.4], [0.0, 0.6, -0.1], [-0.6, -1.6, -4.1], [-1.7, 0.0, 0.6], [-3.0, 1.2, 4.6], [5.5, 0.4, -0.7], [-0.1, -0.2, -0.4], [0.2, 0.2, -0.1], [-0.2, 0.5, 0.1], [-0.2, -0.3, 0.0], [-3.7, 2.0, 0.9], [-2.2, 1.4, -0.4], [6.2, 3.6, -5.6], [-0.2, -7.0, 4.6], [0.5, 0.1, 0.2], [-0.1, 0.6, -0.5], [0.4, 0.1, 0.1], [-0.8, -0.8, 0.7]], "lowdin_charge": [-1.54, 0.51, 0.54, 0.51, -0.02, -0.01, -0.02, -0.34, -0.03, -0.01, -0.26, 0.01, 0.02, 0.11, 0.12, 0.12, 0.12, 0.09, 0.09, -0.05, -0.02, -0.30, -0.02, -0.01, -0.36, 0.05, 0.04, 0.13, 0.12, 0.11, 0.11, 0.10, 0.10, 0.00, -0.02, -0.34, -0.04, -0.03, -0.28, 0.01, 0.05, 0.10, 0.11, 0.11, 0.12, 0.09, 0.11, 0.00, -0.01, -0.38, -0.01, -0.01, -0.34, 0.04, 0.03, 0.11, 0.12, 0.12, 0.12, 0.10, 0.11, -0.85, 0.06, 0.17, 0.16, 0.14, 0.12, 0.10, 0.12, -0.80, 0.01, 0.18, 0.15, 0.12, 0.13, 0.11, 0.11, -0.81, 0.02, 0.17, 0.15, 0.12, 0.12, 0.12, 0.11, -0.98, 0.10, 0.19, 0.18, 0.13, 0.14, 0.12, 0.13, -0.80, 0.00, 0.18, 0.15, 0.12, 0.12, 0.12, 0.11, -0.88, 0.04, 0.17, 0.18, 0.13, 0.12, 0.13, 0.12], "multiplicity": 1, "gap_ev": 7.934, "total_charge": 0, "energy_ha": -10643.06065}

***

3.
{"formula": "C5H14", "method": "ωB97M-V with the def2-TZVPD basis set", "species": ["C", "C", "C", "H", "H", "H", "H", "H", "H", "H", "H", "C", "C", "H", "H", "H", "H", "H", "H"], "coordinates": [[-0.8406, -1.5320, -0.2946], [-0.3170, -1.5758, -1.7190], [0.9852, -0.7952, -1.8612], [-1.8816, -1.8043, -0.1662], [-0.8110, -0.5196, 0.1172], [-0.2562, -2.1989, 0.3500], [-0.2422, -2.6160, -2.0390], [-1.0685, -1.1571, -2.4007], [1.5378, -0.8198, -0.9206], [1.5899, -1.1268, -2.7081], [0.7377, 0.2621, -1.9974], [-0.5732, 2.1227, 2.2245], [0.6799, 1.6250, 1.4786], [-0.9524, 3.0644, 1.8343], [-1.4284, 1.4537, 2.1269], [-0.3987, 2.1924, 3.2929], [0.8771, 2.2008, 0.5799], [1.5477, 1.8729, 2.0806], [0.6206, 0.5584, 1.2981]], "atomic_forces_ev_per_a": [[-0.1, 0.2, 0.5], [-0.7, 0.0, -0.3], [-0.3, 0.3, 0.1], [-0.2, -0.4, -0.3], [0.3, 0.0, -0.1], [0.0, 0.2, 0.0], [0.3, -0.1, 0.1], [0.1, 0.1, 0.1], [0.3, -0.3, -0.2], [0.1, 0.1, 0.2], [0.1, 0.0, -0.1], [-0.4, -0.3, -0.3], [-0.2, 0.8, 0.6], [0.3, 0.3, 0.2], [0.1, -0.3, -0.2], [0.1, 0.2, 0.1], [-0.4, -0.3, -0.5], [0.3, -0.4, 0.3], [0.3, 0.0, -0.2]], "lowdin_charge": [-0.13, -0.32, -0.12, 0.06, 0.05, 0.08, 0.09, 0.10, 0.06, 0.07, 0.07, -0.16, -0.16, 0.06, 0.05, 0.06, 0.06, 0.06, 0.04], "multiplicity": 1, "gap_ev": 12.455, "total_charge": 0, "energy_ha": -198.87861, "smiles": "CCC.CC"}

***

4.
{"formula": "C13H17N2", "method": "ωB97M-V with the def2-TZVPD basis set", "species": ["C", "C", "C", "C", "C", "C", "N", "C", "N", "C", "C", "C", "C", "C", "C", "H", "H", "H", "H", "H", "H", "H", "H", "H", "H", "H", "H", "H", "H", "H", "H", "H"], "coordinates": [[5.0639, 1.2601, -1.7807], [4.3608, 0.3356, -1.0108], [3.4726, 0.6119, 0.2356], [3.2918, -0.6500, 1.0349], [2.3147, -1.6260, 0.3379], [0.9655, -1.0221, 0.1331], [0.4124, -0.0878, 0.8214], [-0.9568, 0.2599, 0.9297], [-1.8030, -0.1508, 0.0858], [-3.1544, -0.1206, 0.1004], [-3.6964, -0.3209, -1.1943], [-5.0602, -0.1886, -1.3793], [-5.7993, 0.4137, -0.3620], [-5.2590, 0.5613, 0.9234], [-3.8490, 0.3843, 1.1486], [5.8381, 0.9769, -2.5242], [5.0743, 2.3706, -1.9798], [4.6146, -0.7454, -1.1115], [2.4694, 0.8930, -0.1299], [3.9490, 1.3464, 0.9702], [2.8918, -0.6035, 2.0166], [4.2364, -1.0756, 1.2170], [2.1916, -2.5858, 0.9820], [2.6813, -1.9777, -0.5674], [0.3634, -1.4310, -0.6489], [1.0759, 0.4580, 1.4353], [-1.1542, 1.1562, 1.5557], [-3.0676, -0.6573, -1.9618], [-5.5434, -0.1758, -2.3876], [-6.7445, 0.8954, -0.6413], [-5.8823, 0.9528, 1.6837], [-3.2976, 0.5427, 2.0684]], "atomic_forces_ev_per_a": [[-0.4, -1.0, -0.1], [2.0, 2.0, -0.5], [0.5, 0.9, -0.1], [-1.2, -1.1, -0.9], [-0.1, 0.2, 2.5], [0.0, -0.8, -0.2], [2.3, 0.6, 1.2], [-2.2, 2.1, -1.1], [3.5, -2.0, 0.8], [0.1, 1.3, -2.5], [-1.6, -0.9, 1.6], [-0.1, 1.8, -1.2], [0.2, 0.0, 0.5], [1.8, 0.3, -0.5], [-3.1, -0.4, 0.3], [-0.8, -1.0, 0.6], [-1.0, -1.0, 1.6], [0.0, 1.0, -0.2], [0.6, 0.8, 0.3], [-0.8, -0.4, -1.5], [-0.4, 1.1, 1.2], [1.2, -1.0, -0.1], [-0.2, 1.5, -0.9], [0.5, -0.6, -1.9], [-0.7, -0.5, -0.2], [-1.1, -0.9, -0.4], [0.4, -0.9, 0.3], [0.8, -0.3, -0.9], [0.7, -0.5, 0.9], [0.1, -0.7, 0.6], [-0.4, 0.4, 0.7], [-0.6, 0.1, 0.2]], "lowdin_charge": [0.02, -0.15, -0.21, -0.23, -0.11, 0.01, 0.12, -0.12, 0.13, -0.32, 0.00, -0.06, -0.07, -0.03, 0.00, 0.06, 0.07, 0.10, 0.09, 0.15, 0.10, 0.11, 0.18, 0.09, 0.15, 0.19, 0.16, 0.10, 0.13, 0.12, 0.09, 0.11], "multiplicity": 1, "gap_ev": [6.874, 6.873], "total_charge": 1, "energy_ha": -614.70283, "smiles": "C=CCCC/C=[NH+]/C=N/c1ccccc1"}